No. 1
Formula: C12H15O3
Source: the Open Molecules 2025 dataset
Level of theory: ωB97M-V/def2-TZVPD

Bonds (Å) are listed after each position.
Positions of all 30 atoms, in Å:
1 C -1.96 -3.07 -0.03  C2 1.362, C3 1.355, H16 1.152
2 C -0.83 -2.31 -0.09  C1 1.362, C4 1.425, H17 1.028
3 C -3.09 -2.34 0.10  C1 1.355, O15 1.440, H18 1.050
4 C -1.26 -0.97 0.11  C2 1.425, C7 1.406, O15 1.381
5 C 3.57 -0.44 0.29  C6 1.410, O13 1.209, O14 1.285
6 C 2.22 -0.59 0.63  C5 1.410, C8 1.626, O14 1.422, H19 1.136
7 C -0.54 0.24 0.17  C4 1.406, C8 1.603, C12 1.528
8 C 1.05 0.30 -0.07  C6 1.626, C7 1.603, C9 1.566, C10 1.548
9 C 1.30 0.01 -1.58  C8 1.566, H20 1.037, H21 1.146, H22 0.993
10 C 1.48 1.74 0.30  C8 1.548, H23 1.172, H24 1.088, H25 1.049
11 C -1.96 2.18 -0.07  C12 1.472, H26 1.133, H27 1.126, H28 1.129
12 C -1.24 1.37 0.92  C7 1.528, C11 1.472, H29 1.159, H30 1.149
13 O 4.60 0.17 0.14  C5 1.209
14 O 3.02 -1.56 -0.01  C5 1.285, C6 1.422
15 O -2.62 -1.00 0.34  C3 1.440, C4 1.381
16 H -2.15 -4.20 -0.10  C1 1.152
17 H 0.13 -2.63 0.11  C2 1.028
18 H -4.12 -2.38 -0.10  C3 1.050
19 H 1.91 -0.92 1.68  C6 1.136
20 H 1.02 -0.94 -1.89  C9 1.037
21 H 2.41 0.27 -1.75  C9 1.146
22 H 0.82 0.59 -2.23  C9 0.993
23 H 2.57 1.94 -0.08  C10 1.172
24 H 1.77 1.86 1.34  C10 1.088
25 H 0.87 2.51 -0.07  C10 1.049
26 H -1.20 2.67 -0.76  C11 1.133
27 H -2.64 2.97 0.35  C11 1.126
28 H -2.52 1.43 -0.71  C11 1.129
29 H -2.12 1.07 1.61  C12 1.159
30 H -0.47 2.03 1.45  C12 1.149

Summary:
Kohn-Sham gap: 5.1 eV
total charge: -1
2S+1: 1
energy above the lowest of the compared OMol25 structures with the same formula, charge and spin: 2.4077 eV
maximum force: 5.8 eV/A
HOMO: -0.0633 Ha


No. 2
Formula: C9H20BClNO3
Source: the Open Molecules 2025 dataset
Level of theory: ωB97M-V/def2-TZVPD

Bonds (Å) are listed after each position.
Positions of all 35 atoms, in Å:
1 C 0.49 3.86 -2.48  O2 1.471, H16 1.190, H17 1.184, H18 1.190
2 O 0.65 3.93 -1.02  C1 1.471, C3 1.478
3 C 1.41 2.78 -0.48  O2 1.478, C4 1.654, H19 1.191, H20 1.193
4 C 0.51 1.40 -0.40  C3 1.654, C5 1.668, N14 1.540, H21 1.184
5 C -0.35 1.11 1.00  C4 1.668, C6 1.672, H22 1.185, H23 1.194
6 C -0.89 -0.44 0.68  C5 1.672, C7 1.639, C10 1.638, H24 1.175
7 C -1.26 -1.33 2.00  C6 1.639, C8 1.673, H25 1.194, H26 1.171
8 C -2.81 -0.86 2.44  C7 1.673, O9 1.499, H27 1.173, H28 1.172
9 O -3.70 -1.54 1.44  C8 1.499, H29 1.003
10 C 0.22 -0.98 -0.40  C6 1.638, B11 1.644, N14 1.543, H30 1.194
11 B 0.67 -2.56 -0.41  C10 1.644, C12 1.663, O13 1.506
12 C 2.24 -3.12 -0.52  B11 1.663, H31 1.176, H32 1.194, H33 1.172
13 O -0.38 -3.63 -0.36  B11 1.506, H34 1.022
14 N 1.30 0.10 -0.65  C4 1.540, C10 1.543, Cl15 1.731, H35 1.062
15 Cl 2.55 0.17 0.54  N14 1.731
16 H 1.48 3.53 -3.05  C1 1.190
17 H -0.37 3.09 -2.73  C1 1.184
18 H 0.15 4.89 -2.97  C1 1.190
19 H 1.86 3.09 0.58  C3 1.191
20 H 2.37 2.65 -1.18  C3 1.193
21 H -0.36 1.49 -1.21  C4 1.184
22 H -1.16 1.93 1.24  C5 1.185
23 H 0.31 1.15 2.00  C5 1.194
24 H -1.87 -0.21 0.08  C6 1.175
25 H -0.58 -1.08 2.95  C7 1.194
26 H -1.33 -2.48 1.83  C7 1.171
27 H -3.10 -1.28 3.50  C8 1.173
28 H -2.99 0.29 2.31  C8 1.172
29 H -4.05 -0.85 0.80  O9 1.003
30 H -0.38 -0.90 -1.42  C10 1.194
31 H 2.79 -3.06 0.51  C12 1.176
32 H 2.21 -4.28 -0.81  C12 1.194
33 H 2.78 -2.53 -1.39  C12 1.172
34 H 0.03 -4.50 -0.72  O13 1.022
35 H 1.55 0.18 -1.67  N14 1.062

Summary:
Kohn-Sham gap: 8.7 eV
total charge: +1
2S+1: 1
maximum force: 4.0 eV/A
SMILES string: COC[C@@H]1C[C@H](CCO)[C@H](B(C)O)[N@@H+]1Cl
HOMO: -0.4769 Ha


No. 3
Formula: C15H35N2O2P
Source: the Open Molecules 2025 dataset
Level of theory: ωB97M-V/def2-TZVPD

Bonds (Å) are listed after each position.
Positions of all 55 atoms, in Å:
1 C 4.99 -1.10 1.16  C2 1.546, H18 1.089, H19 1.086, H20 1.085
2 C 5.57 -0.41 -0.09  C1 1.546, P3 1.831, H21 1.091, H22 1.091
3 P 4.70 -0.59 -1.69  C2 1.831, C4 1.824, N5 1.835
4 C 3.87 -2.20 -1.56  P3 1.824, H23 1.084, H24 1.090, H25 1.088
5 N 3.33 0.63 -1.62  P3 1.835, C6 1.515, C16 1.534, H26 1.018
6 C 2.51 0.48 -2.88  N5 1.515, C7 1.517, H27 1.086, H28 1.087
7 C 1.21 1.14 -2.48  C6 1.517, C8 1.542, H29 1.085, H30 1.093
8 C 0.94 0.55 -1.08  C7 1.542, C9 1.535, C16 1.545, H31 1.090
9 C -0.17 1.37 -0.40  C8 1.535, C10 1.541, H32 1.085, H33 1.091
10 C -1.17 0.51 0.40  C9 1.541, C11 1.522, H34 1.090, H35 1.092
11 C -2.63 0.83 0.12  C10 1.522, C12 1.545, H36 1.096, H37 1.093
12 C -3.29 -0.02 -0.99  C11 1.545, C13 1.525, H38 1.094, H39 1.091
13 C -4.63 -0.61 -0.57  C12 1.525, O14 1.427, H40 1.094, H41 1.092
14 O -5.58 -0.39 -1.61  C13 1.427, C15 1.409
15 C -6.78 -1.10 -1.40  O14 1.409, H42 1.093, H43 1.090, H44 1.091
16 C 2.34 0.63 -0.44  N5 1.534, C8 1.545, N17 1.453, H45 1.086
17 N 2.53 1.82 0.37  C16 1.453, H46 1.016, H47 1.017
18 H 5.01 -0.41 2.01  C1 1.089
19 H 5.60 -1.94 1.45  C1 1.086
20 H 3.96 -1.42 1.05  C1 1.085
21 H 5.77 0.65 0.10  C2 1.091
22 H 6.55 -0.84 -0.31  C2 1.091
23 H 3.51 -2.49 -2.54  C4 1.084
24 H 4.65 -2.88 -1.24  C4 1.090
25 H 3.06 -2.22 -0.82  C4 1.088
26 H 3.79 1.53 -1.72  N5 1.018
27 H 3.07 0.93 -3.69  C6 1.086
28 H 2.34 -0.57 -3.12  C6 1.087
29 H 0.43 0.98 -3.21  C7 1.085
30 H 1.42 2.21 -2.39  C7 1.093
31 H 0.65 -0.49 -1.23  C8 1.090
32 H 0.25 2.12 0.27  C9 1.085
33 H -0.71 1.92 -1.17  C9 1.091
34 H -1.00 0.63 1.47  C10 1.090
35 H -1.01 -0.55 0.19  C10 1.092
36 H -3.18 0.61 1.04  C11 1.096
37 H -2.79 1.89 -0.09  C11 1.093
38 H -2.59 -0.83 -1.25  C12 1.094
39 H -3.45 0.54 -1.91  C12 1.091
40 H -4.53 -1.69 -0.39  C13 1.094
41 H -4.98 -0.17 0.37  C13 1.092
42 H -6.85 -1.95 -2.08  C15 1.093
43 H -7.63 -0.44 -1.58  C15 1.090
44 H -6.87 -1.46 -0.37  C15 1.091
45 H 2.57 -0.18 0.24  C16 1.086
46 H 3.51 1.90 0.62  N17 1.016
47 H 2.32 2.65 -0.17  N17 1.017
48 C -2.23 0.72 4.55  C49 1.549, H51 1.093, H52 1.102, H53 1.096
49 C -2.95 -0.61 4.24  C48 1.549, O50 1.342, H54 1.124, H55 1.130
50 O -3.74 -0.56 3.16  C49 1.342
51 H -2.95 1.52 4.73  C48 1.093
52 H -1.58 0.64 5.44  C48 1.102
53 H -1.59 1.01 3.71  C48 1.096
54 H -3.47 -0.89 5.20  C49 1.124
55 H -2.12 -1.38 4.19  C49 1.130

Summary:
Kohn-Sham gap: 3.3 eV
2S+1: 1
energy above the lowest of the compared OMol25 structures with the same formula, charge and spin: 0.6686 eV
maximum force: 1.8 eV/A
HOMO: -0.1566 Ha